Entry 1:
{
  "formula": "C14H45BIN2O12S2",
  "method": "wB97M-V/def2-TZVPD",
  "symbols": ["I", "S", "S", "O", "O", "O", "O", "O", "O", "O", "O", "O", "O", "O", "O", "N", "N", "C", "C", "C", "C", "C", "C", "C", "C", "C", "C", "C", "C", "C", "C", "B", "H", "H", "H", "H", "H", "H", "H", "H", "H", "H", "H", "H", "H", "H", "H", "H", "H", "H", "H", "H", "H", "H", "H", "H", "H", "H", "H", "H", "H", "H", "H", "H", "H", "H", "H", "H", "H", "H", "H", "H", "H", "H", "H", "H", "H"],
  "positions_angstrom": [[-5.137558, 2.541085, 0.808878], [-1.770162, 2.690476, -1.452909], [-3.164270, 3.942486, 0.439227], [-2.247813, 1.361299, -1.112148], [6.697691, -3.667277, 1.770638], [0.189470, 4.333226, -0.268431], [-3.617848, 5.259916, 0.791300], [6.638247, 1.305172, 0.117573], [2.908032, -0.151895, 6.101223], [-6.416794, -1.028752, -0.655214], [-7.988932, 2.577920, -1.187831], [-2.115519, 3.368332, 1.271533], [-1.361117, 2.890374, -2.834987], [3.066601, 1.122759, 1.598386], [-5.432848, -1.910812, -5.378432], [-2.843588, 3.851157, -1.088831], [0.412122, 1.906712, 0.261833], [6.993777, -4.987279, 1.332086], [2.575610, -2.123635, 4.714450], [-9.910072, 4.080762, -1.115058], [6.807811, -5.155932, -0.164392], [2.866419, -1.574808, 6.098411], [-4.108560, -1.131813, -1.416322], [4.021460, 1.277741, 2.637982], [6.737096, 0.141023, -0.693968], [3.829304, 2.585204, 3.385382], [-8.600177, 3.708111, -1.786826], [-4.259577, -2.716985, -5.423290], [7.535237, -0.961569, -0.025311], [-5.238297, -1.827399, -0.682150], [-3.124581, -2.033671, -6.161461], [-0.239940, 3.042264, -0.384806], [-3.401789, -1.837457, -7.200705], [1.607805, -1.764116, 4.358143], [5.034520, 1.215214, 2.224836], [4.548716, 2.682380, 4.200901], [7.563456, -1.855787, -0.649479], [-4.971647, -1.997722, 0.361119], [-2.226617, -2.653576, -6.159618], [-3.882681, -0.168910, -0.960052], [-0.336013, 1.400917, 0.734649], [3.146908, 1.850792, 0.975318], [-8.760838, 3.529310, -2.857036], [2.821485, 2.640580, 3.798272], [3.842202, -1.906821, 6.451820], [3.333455, -1.784462, 4.008041], [-5.459029, -2.801748, -1.138621], [-3.201019, -1.739697, -1.410117], [7.066009, -6.168560, -0.478197], [-10.345970, 4.971445, -1.571857], [8.032075, -5.164654, 1.611210], [6.373058, -5.710437, 1.873038], [3.955511, 3.433776, 2.708706], [3.875892, 0.433837, 3.312614], [0.746086, 1.248459, -0.437820], [2.051774, 0.165711, 5.797623], [-5.710091, -1.735986, -6.282076], [-3.982402, -2.894483, -4.384793], [-4.390839, -0.945590, -2.456863], [-4.493754, -3.684775, -5.882555], [7.521748, 1.646140, 0.282752], [2.553736, -3.214834, 4.709891], [7.437780, -4.451062, -0.707679], [8.564444, -0.641185, 0.159085], [7.095260, -1.226661, 0.933888], [-7.875906, 4.515815, -1.688409], [2.111202, -1.925297, 6.811391], [-6.668708, -0.848557, -1.565723], [-2.890990, -1.078573, -5.691273], [7.172820, 0.398536, -1.666201], [0.145932, 4.613685, 0.652847], [5.778597, -3.480078, 1.554678], [5.770556, -4.965784, -0.449428], [5.709915, -0.180720, -0.862368], [-9.745840, 4.275065, -0.054820], [-10.634255, 3.265799, -1.198611], [-8.583772, 1.825879, -1.263053]],
  "forces_ev_per_angstrom": [[-0.0306, -0.1344, 0.0608], [0.5504, 0.0296, -0.7298], [0.0290, 0.5942, -0.1742], [-0.0942, 0.0733, 0.0010], [0.0308, -0.0992, -0.0023], [-0.3853, 0.0161, -0.2619], [-0.0691, -0.1046, 0.0275], [-0.0807, 0.0578, 0.0351], [0.0714, -0.0759, 0.0629], [-0.2144, -0.1498, 0.0989], [-0.0810, -0.0129, -0.0079], [0.2152, -0.1298, 0.1034], [-0.1869, 0.0193, 0.0611], [0.1326, -0.3870, 0.1734], [-0.0097, -0.0707, 0.0817], [-0.1156, -0.1527, 0.1371], [-0.1885, 0.2495, -0.1210], [-0.1163, 0.0193, -0.0041], [0.0267, 0.0463, -0.0484], [0.0244, -0.0204, 0.0645], [0.0173, 0.0792, -0.0082], [-0.1728, 0.0616, -0.0772], [-0.1342, 0.0277, 0.0715], [0.0520, 0.1834, -0.2324], [0.0873, 0.0236, 0.0165], [-0.0317, -0.0168, 0.0188], [-0.0282, -0.0882, -0.0122], [-0.0350, 0.0584, -0.0795], [-0.0092, 0.1173, 0.0457], [0.0964, 0.0824, -0.1855], [-0.0401, 0.0803, 0.0156], [-0.0902, -0.0339, 0.7331], [0.0189, -0.0395, -0.0142], [-0.0102, -0.0312, -0.0108], [0.0333, 0.0025, 0.0879], [0.0038, -0.0039, -0.0044], [0.0085, -0.0087, 0.0015], [-0.0288, 0.0056, 0.0192], [-0.0048, -0.0104, -0.0024], [0.0244, -0.0830, -0.0359], [0.0567, -0.1378, 0.0052], [-0.1528, 0.0882, 0.0446], [0.0148, 0.0615, -0.0130], [0.0028, -0.0144, 0.0136], [0.0122, 0.0296, 0.0130], [0.0080, -0.0288, -0.0079], [0.0127, -0.0333, 0.0566], [0.0081, 0.0018, -0.0037], [-0.0093, -0.0083, 0.0061], [0.0002, -0.0023, -0.0093], [0.0018, -0.0001, 0.0177], [0.0502, -0.0387, 0.0070], [0.0442, 0.0027, 0.0088], [-0.0204, 0.0014, 0.0080], [0.0982, -0.0405, 0.0414], [0.0157, 0.0722, -0.0425], [0.0076, 0.0489, -0.0193], [-0.0336, -0.0008, 0.0152], [0.0317, -0.0315, -0.0233], [0.0600, -0.0330, 0.0368], [0.0408, -0.0331, -0.0155], [0.0051, -0.0018, 0.0451], [0.0196, -0.0159, 0.0005], [0.0122, -0.0102, -0.0549], [-0.0086, -0.0375, -0.0059], [0.0154, -0.0033, -0.0104], [0.0524, -0.0627, 0.0262], [0.0977, 0.1030, -0.0342], [0.0202, -0.0156, 0.0242], [-0.0372, -0.0347, -0.0240], [0.3594, -0.0444, 0.0111], [-0.0182, 0.0487, 0.0185], [-0.0075, -0.0351, 0.0033], [-0.0106, 0.0174, -0.0147], [0.0077, 0.0198, -0.0050], [-0.0126, 0.0148, -0.0309], [-0.0089, -0.0212, 0.0064]],
  "lowdin_charge": [0.59, 0.55, 0.10, -0.38, -0.09, 0.12, -0.41, -0.09, -0.09, -0.10, -0.14, -0.42, -0.35, -0.10, -0.09, -0.37, 0.14, -0.32, -0.09, -0.10, -0.09, -0.33, -0.09, -0.33, -0.32, -0.09, -0.33, -0.33, -0.09, -0.33, -0.09, -0.67, 0.07, 0.08, 0.09, 0.07, 0.06, 0.11, 0.07, 0.03, 0.07, 0.07, 0.11, 0.07, 0.11, 0.06, 0.10, 0.08, 0.07, 0.07, 0.11, 0.11, 0.07, 0.09, 0.08, 0.08, 0.07, 0.10, 0.07, 0.10, 0.08, 0.07, 0.06, 0.07, 0.06, 0.12, 0.11, 0.07, 0.08, 0.11, 0.11, 0.08, 0.08, 0.11, 0.07, 0.07, 0.08],
  "e_tot_ha": -2691.77172,
  "total_charge": -1,
  "fmax_ev_per_a": 0.9
}

Entry 2:
{
  "formula": "C42H33BaClF3IN3OS3Sb2",
  "method": "wB97M-V/def2-TZVPD",
  "symbols": ["Ba", "I", "Sb", "Sb", "Cl", "S", "S", "S", "F", "F", "F", "O", "N", "N", "N", "C", "C", "C", "C", "C", "C", "C", "C", "C", "C", "C", "C", "C", "C", "C", "C", "C", "C", "C", "C", "C", "C", "C", "C", "C", "C", "C", "C", "C", "C", "C", "C", "C", "C", "C", "C", "C", "C", "C", "C", "C", "C", "H", "H", "H", "H", "H", "H", "H", "H", "H", "H", "H", "H", "H", "H", "H", "H", "H", "H", "H", "H", "H", "H", "H", "H", "H", "H", "H", "H", "H", "H", "H", "H", "H"],
  "positions_angstrom": [[-1.400949, 0.246868, -1.807082], [-1.969530, 2.515415, 3.258848], [0.592991, 2.839418, -3.707528], [3.136290, 1.193895, 0.161104], [-7.510504, 2.689034, 2.067049], [1.898011, 3.636695, -5.385310], [1.536929, 0.951926, -2.635486], [-1.618543, 2.319676, -4.218695], [4.093615, 7.235885, -1.267021], [7.851949, -1.886329, -2.615337], [6.613937, 1.532845, 5.392058], [-2.103260, 1.049219, 0.423933], [-4.212548, 0.420307, -1.193800], [-2.105151, -2.192974, -0.369953], [-1.912736, -1.957672, -3.225092], [-2.578731, -3.453732, -4.787942], [4.583853, 1.006588, 4.318623], [-1.351162, -2.283661, 3.228545], [-2.300001, -2.334683, 1.017679], [-3.535154, 2.091339, 1.982317], [6.824175, -1.203159, -2.044088], [5.408625, -0.803922, -0.183960], [0.930735, -2.931812, 0.687345], [3.907176, 5.522330, 0.329390], [-3.692780, -2.668378, 2.949496], [-6.802201, 1.132336, -0.516865], [-2.494122, -3.129299, -1.162776], [0.156096, -1.767410, 1.294094], [3.709885, 5.031055, -2.026872], [6.449527, 1.906938, 3.069457], [3.711320, 4.175812, 0.612742], [-5.907764, 2.192141, 1.562005], [-3.574558, -2.545281, 1.563489], [3.843691, 0.960708, 3.137788], [6.451982, -1.520947, -0.754224], [-6.550826, 0.441767, -1.666073], [5.688242, 1.849011, 1.912702], [-2.595912, -2.562712, 3.778945], [3.518390, 3.691562, -1.713912], [-2.854903, -4.005414, -3.529921], [6.186409, -0.225083, -2.774355], [-1.186956, -2.141977, 1.860602], [4.743904, 0.208410, -0.874218], [5.137357, 0.471488, -2.183418], [4.373694, 1.376580, 1.920874], [-4.837926, -2.546243, 0.734442], [-4.431900, 1.109220, -0.042926], [-2.438348, -3.048551, -2.595880], [-4.835736, 2.476259, 2.349155], [3.905324, 5.917321, -0.990581], [-1.997854, -2.203077, -4.539547], [-5.217940, 0.105590, -1.968296], [-5.515606, -3.909127, 0.630269], [-5.736396, 1.489080, 0.338232], [5.873471, 1.480249, 4.252134], [-3.256713, 1.410162, 0.795267], [3.520344, 3.233364, -0.393930], [-2.769708, -3.902715, -5.751277], [-7.345619, 0.153901, -2.340805], [-4.682645, -2.817426, 3.369816], [-4.866025, -4.639843, 0.144854], [-4.976339, -0.444132, -2.873544], [-7.810045, 1.414380, -0.242977], [2.824279, 0.589788, 3.184603], [-4.988167, 3.005953, 3.280643], [3.325839, 3.019315, -2.531774], [-0.491147, -2.137109, 3.873043], [0.368106, -3.392319, -0.126096], [-5.766014, -4.304825, 1.617503], [6.496240, -0.027025, -3.791844], [0.015347, -0.987516, 0.543214], [4.050097, 6.256793, 1.111048], [0.747108, -1.296514, 2.084693], [6.968918, -2.306269, -0.218904], [4.610206, 1.201739, -2.778842], [1.132065, -3.700441, 1.437719], [-3.298814, -4.964790, -3.303537], [-5.535268, -1.837000, 1.193406], [1.885911, -2.595425, 0.278443], [3.666219, 5.356156, -3.058268], [6.129745, 2.179113, 0.978385], [3.716752, 3.871146, 1.654212], [-4.628393, -2.157385, -0.260910], [-1.629855, -1.477574, -5.252158], [7.468750, 2.270805, 3.071960], [-6.438586, -3.846486, 0.049820], [-2.896060, -4.063892, -0.752933], [-2.707038, -2.649975, 4.853085], [5.130645, -1.043474, 0.838070], [4.172264, 0.684006, 5.265859]],
  "forces_ev_per_angstrom": [[0.4254, -0.0148, -0.5562], [0.2794, 0.0341, 0.1385], [-0.1720, 0.1462, 0.2255], [-0.4702, -0.0109, -0.3092], [-0.0006, 0.0096, 0.0195], [0.2535, 0.0899, -0.2461], [0.2059, -0.0996, 0.0139], [-0.0483, -0.0418, 0.0037], [0.0005, -0.0390, -0.0210], [-0.0022, -0.0045, 0.0048], [-0.0071, -0.0024, -0.0181], [-0.0178, 0.1920, 0.4862], [0.2248, 0.2608, 0.2595], [0.0462, 0.0105, -0.0298], [-0.0428, 0.0747, -0.2043], [-0.0807, -0.2199, 0.0730], [0.0087, 0.0114, -0.0261], [0.0156, 0.0418, -0.0311], [0.0572, 0.0466, -0.1781], [-0.5430, 0.0372, -0.0057], [-0.0045, -0.0221, 0.0393], [0.0636, -0.0463, 0.1157], [0.0268, -0.0879, -0.0791], [-0.0273, -0.0571, -0.0295], [-0.0860, 0.0123, -0.1432], [-0.0063, 0.0280, 0.0381], [-0.0482, -0.0347, -0.2623], [-0.0127, 0.1322, 0.0101], [-0.0140, -0.0408, 0.0413], [-0.0285, -0.0172, 0.0462], [0.0320, 0.0615, 0.2190], [-0.0324, -0.1345, -0.2758], [0.0502, -0.0060, 0.1557], [0.0073, 0.0022, 0.0813], [0.0122, 0.0328, -0.1047], [0.1196, -0.0442, -0.0352], [0.0203, -0.0094, -0.0344], [0.0746, 0.0035, 0.1032], [-0.0203, 0.0394, 0.1640], [-0.0422, 0.0003, -0.1121], [-0.0186, -0.0018, 0.0040], [-0.1435, -0.0723, 0.0242], [0.1158, -0.0767, -0.0463], [-0.0223, -0.0488, -0.0299], [0.2110, -0.0373, 0.3364], [-0.0020, 0.0981, -0.0159], [-0.0322, -0.1048, 0.0851], [0.0911, -0.1294, 0.4608], [0.2084, 0.0237, 0.1459], [0.0122, 0.1109, -0.0474], [-0.0268, -0.0493, 0.0738], [-0.0935, -0.0572, -0.0827], [-0.0301, -0.1191, -0.0007], [-0.1946, 0.1122, 0.2273], [0.0275, 0.0093, 0.0306], [-0.2596, -0.1728, -0.2696], [0.1083, 0.1744, -0.1977], [0.0242, 0.0159, -0.0127], [-0.0100, 0.0047, 0.0019], [0.0134, -0.0006, 0.0348], [0.0080, 0.0177, -0.0081], [0.0022, 0.0038, -0.0009], [-0.0030, -0.0054, -0.0071], [-0.0019, 0.0032, -0.0310], [0.0070, -0.0043, -0.0042], [0.0180, -0.2021, -0.1324], [-0.0080, -0.0047, 0.0203], [-0.0138, 0.0117, 0.0140], [0.0121, 0.0252, 0.0089], [-0.0190, 0.0223, -0.0026], [0.0201, -0.0226, -0.0170], [-0.0030, -0.0136, 0.0146], [0.0025, -0.0546, 0.0110], [-0.0019, 0.0006, 0.0115], [-0.0721, 0.1025, -0.0122], [-0.0161, 0.0101, 0.0100], [-0.0078, -0.0053, -0.0344], [-0.0050, -0.0192, 0.0007], [-0.0002, 0.0291, 0.0150], [0.0144, 0.0424, 0.0071], [0.0004, 0.0002, -0.0020], [-0.0191, 0.0062, -0.0499], [-0.0029, -0.0227, -0.0074], [-0.0365, -0.0046, -0.0342], [0.0034, 0.0057, -0.0162], [-0.0014, 0.0247, -0.0005], [-0.0263, 0.0077, 0.0131], [-0.0193, -0.0003, -0.0050], [-0.0299, 0.0301, -0.0266], [0.0038, 0.0036, 0.0068]],
  "mulliken_spin": [0.00, 0.00, 0.39, -0.01, 0.00, 0.25, 0.15, 0.20, 0.00, 0.00, 0.00, 0.00, -0.01, 0.00, -0.01, 0.00, 0.00, 0.00, 0.00, 0.00, 0.00, 0.00, 0.00, 0.00, 0.00, 0.00, 0.00, 0.00, 0.01, 0.00, 0.00, 0.00, 0.00, 0.00, 0.00, 0.00, 0.00, 0.00, 0.01, 0.00, 0.00, 0.00, -0.01, 0.01, 0.00, 0.00, 0.00, 0.00, 0.00, 0.00, -0.01, 0.00, 0.00, 0.00, 0.00, 0.00, 0.00, 0.00, 0.00, 0.00, 0.00, 0.00, 0.00, 0.00, 0.00, 0.00, 0.00, 0.00, 0.00, 0.00, 0.00, 0.00, 0.00, 0.00, 0.01, 0.00, 0.00, 0.00, 0.00, -0.01, 0.00, 0.00, 0.00, 0.00, 0.00, 0.00, 0.00, 0.00, 0.00, 0.00],
  "e_tot_ha": -4618.09860,
  "multiplicity": 2,
  "total_charge": -2,
  "fmax_ev_per_a": 0.7
}